# 1
{
  "formula": "C4H8",
  "method": "ωB97M-V/def2-TZVPD",
  "elements": ["C", "C", "C", "C", "H", "H", "H", "H", "H", "H", "H", "H"],
  "positions_angstrom": [[-0.5593, 0.6681, 1.0303], [1.0425, -0.3426, -1.3244], [-0.3190, -0.5800, -1.2126], [0.5613, -0.2301, 0.2267], [1.4177, 0.1337, 0.8267], [1.4414, 0.6459, -1.5546], [-1.2066, 0.0570, -1.1451], [0.4600, -1.1436, 0.8289], [-0.5512, 1.6449, 0.5462], [-0.5973, -1.6516, -1.2701], [-0.1745, 0.6717, 2.0363], [-1.5150, 0.1265, 1.0116]],
  "atomic_forces_ev_per_a": [[0.877, -1.021, -1.624], [0.933, 0.374, -0.736], [0.098, -0.437, -0.389], [-1.617, -0.953, 4.521], [0.480, 0.180, -1.797], [-0.620, 0.323, -0.050], [0.216, 0.356, -0.746], [0.102, -0.548, -0.789], [-0.510, 0.130, 0.416], [0.037, 0.487, 0.786], [-0.112, 0.461, 0.402], [0.118, 0.647, 0.005]],
  "relative_energy_kcal_mol": 118.4,
  "mol_weight_g_mol": 56.11,
  "lumo_energy_ev": 0.7,
  "largest_force_ev_per_a": 4.9,
  "orbital_gap_ev": 7.9926
}

# 2
{
  "formula": "C4H8",
  "method": "ωB97M-V/def2-TZVPD",
  "elements": ["C", "C", "C", "C", "H", "H", "H", "H", "H", "H", "H", "H"],
  "positions_angstrom": [[-2.5110, -0.4138, -0.0163], [2.4282, 0.4419, 0.4887], [1.5951, 0.6570, -0.6388], [0.7582, 0.0507, 0.1326], [-1.5369, -0.5071, 0.4399], [1.8018, 1.0422, -1.6356], [-2.4237, -0.4685, -1.0994], [0.4338, -0.9299, -0.1944], [-2.9100, 0.5710, 0.2317], [2.3913, 1.0721, 1.3611], [-3.1887, -1.1605, 0.3856], [3.1619, -0.3551, 0.5449]],
  "atomic_forces_ev_per_a": [[-0.277, 0.463, 0.082], [-1.729, -0.901, 2.074], [0.638, 2.307, -2.389], [2.461, -1.502, 0.325], [0.002, -0.066, 0.089], [-0.316, -0.426, -0.053], [-0.042, -0.218, 0.005], [-1.065, 0.155, 0.503], [0.026, -0.023, 0.019], [0.141, 0.223, -0.038], [-0.028, -0.161, -0.157], [0.190, 0.149, -0.459]],
  "relative_energy_kcal_mol": 88.0,
  "smiles": "C1=CC1.C",
  "mol_weight_g_mol": 56.11,
  "lumo_energy_ev": 0.9,
  "largest_force_ev_per_a": 3.4,
  "orbital_gap_ev": 10.4529
}

# 3
{
  "formula": "C4H8BN",
  "method": "ωB97M-V/def2-TZVPD",
  "elements": ["N", "C", "C", "C", "C", "B", "H", "H", "H", "H", "H", "H", "H", "H"],
  "positions_angstrom": [[0.4383, -3.8683, 0.8368], [-0.0457, -0.4271, -0.0943], [0.1640, 0.8834, -0.9029], [0.6076, -2.9178, 0.2154], [-0.4575, -0.3024, 1.3274], [0.8406, -1.5827, -0.5864], [-0.5655, -1.3882, 1.6848], [-0.6503, 1.5272, -0.5953], [-1.2447, 0.3413, 1.5118], [0.1329, 0.6682, -2.0245], [1.5938, -1.6130, -1.5970], [1.1757, 1.3958, -0.6660], [0.2910, 0.1742, 1.8766], [-0.8887, -0.8307, -0.5494]],
  "atomic_forces_ev_per_a": [[-0.481, -2.531, 1.602], [-1.968, 5.798, -0.156], [2.095, -0.702, -0.252], [0.927, 4.533, -2.738], [2.058, -3.693, -0.067], [2.737, -6.136, -0.297], [-0.348, 1.952, 0.068], [-0.145, 0.479, -0.052], [-2.309, 1.014, -0.174], [0.018, 0.329, 1.608], [-0.797, 0.821, 0.894], [-1.664, -0.719, -0.331], [1.726, 0.456, 1.261], [-1.850, -1.602, -1.365]],
  "relative_energy_kcal_mol": 26.3,
  "s_squared": 2.0160,
  "mol_weight_g_mol": 80.93,
  "lumo_energy_ev": [0.6, -5.3],
  "largest_force_ev_per_a": 6.7,
  "orbital_gap_ev": [7.0318, 6.0270],
  "multiplicity": 3
}

# 4
{
  "formula": "C4H8BN2O2",
  "method": "ωB97M-V/def2-TZVPD",
  "elements": ["O", "O", "N", "N", "C", "C", "C", "C", "B", "H", "H", "H", "H", "H", "H", "H", "H"],
  "positions_angstrom": [[0.5510, -2.2766, -0.4447], [2.0123, -1.4517, -2.2761], [-0.5996, -1.3370, 1.8923], [0.1920, 2.3947, -0.5737], [-0.7481, 3.0444, -0.1481], [0.2796, 1.4361, -1.4457], [-0.2140, -0.2122, 1.5399], [0.5822, 0.1694, -1.1365], [1.1338, -1.2819, -1.1724], [-0.6068, 3.9182, 0.4396], [0.9708, -3.1442, -0.6187], [-0.5181, -2.2383, 1.4664], [-1.7068, 2.8386, -0.4946], [2.8466, -1.9050, -2.4265], [-1.0169, -1.4183, 2.8918], [0.1143, 1.7701, -2.4949], [-0.5161, 0.5808, 2.2000]],
  "atomic_forces_ev_per_a": [[0.907, -0.439, -0.064], [-1.268, 0.729, 1.530], [-1.986, -1.745, 4.738], [2.256, 1.222, 1.285], [-1.060, 1.415, 0.242], [0.408, -3.003, -1.383], [1.145, 2.106, -3.567], [-0.869, 0.439, 0.929], [0.920, -0.696, -2.466], [0.317, 0.521, 0.725], [-0.346, 0.574, 0.039], [0.554, -0.142, -1.045], [-2.105, -0.420, -0.201], [-0.300, -0.221, 0.442], [0.554, -0.079, -2.056], [0.662, -0.677, 0.388], [0.213, 0.415, 0.464]],
  "relative_energy_kcal_mol": 115.3,
  "mol_weight_g_mol": 126.93,
  "lumo_energy_ev": [-5.5, -5.5],
  "largest_force_ev_per_a": 5.4,
  "charge": 1,
  "orbital_gap_ev": [7.6545, 7.6688]
}

# 5
{
  "formula": "C4H8Br2Se",
  "method": "ωB97M-V/def2-TZVPD",
  "elements": ["Br", "Br", "Se", "C", "C", "C", "C", "H", "H", "H", "H", "H", "H", "H", "H"],
  "positions_angstrom": [[-3.2063, -0.9523, -0.4972], [3.8257, -0.6240, -0.5614], [-0.5037, -0.4312, 1.4100], [0.9519, -0.9707, 0.1721], [-2.0824, 0.5440, -1.0269], [2.3384, -0.5528, 0.7160], [-1.1937, 1.0788, 0.2316], [2.3150, 0.5166, 0.9101], [1.0849, -2.1140, 0.0610], [2.2989, -1.1695, 1.5667], [-2.7457, 1.4714, -1.4014], [-0.4204, 1.8339, 0.0834], [-1.9443, 1.4975, 0.9281], [0.7298, -0.4116, -0.6714], [-1.4481, 0.2839, -1.9205]],
  "atomic_forces_ev_per_a": [[0.081, 0.586, -0.498], [-0.406, -0.658, 0.406], [0.551, 0.691, -0.980], [1.601, -2.011, 1.262], [0.837, 2.825, -0.399], [-1.913, 1.556, -1.109], [-1.917, -1.746, 0.486], [0.049, -0.220, 0.616], [-1.092, 1.853, -0.329], [1.818, -0.493, 1.379], [1.229, -2.281, 1.006], [-0.097, -0.306, -0.550], [0.427, 0.032, -0.310], [-0.493, 0.314, -2.089], [-0.676, -0.144, 1.108]],
  "relative_energy_kcal_mol": 0.0,
  "smiles": "BrCC[Se]CCBr",
  "mol_weight_g_mol": 294.88,
  "lumo_energy_ev": 0.5,
  "largest_force_ev_per_a": 3.0,
  "orbital_gap_ev": 9.1384
}

# 6
{
  "formula": "C4H8BrNO2",
  "method": "ωB97M-V/def2-TZVPD",
  "elements": ["Br", "O", "O", "N", "C", "C", "C", "C", "H", "H", "H", "H", "H", "H", "H", "H"],
  "positions_angstrom": [[-0.6949, -0.4736, -3.3075], [1.5911, -2.9092, -1.3029], [2.3182, -1.1202, -2.3528], [1.4955, -1.8157, -1.8093], [-1.0075, 0.7389, -0.1694], [0.9809, -0.5463, 0.5905], [0.2558, 0.0228, -0.6060], [-0.0630, -1.1078, -1.5943], [-0.6545, 1.5907, 0.3154], [-0.6300, -1.9500, -1.2482], [-1.6935, 0.3181, 0.4337], [2.1054, -0.6543, 0.5869], [-1.7106, 1.2139, -0.7701], [0.7638, 0.8436, -1.2449], [0.7278, -0.0290, 1.5813], [0.6771, -1.6304, 0.8871]],
  "atomic_forces_ev_per_a": [[0.160, -0.317, 0.546], [0.616, 0.299, -0.441], [-0.019, -0.828, 0.328], [-2.663, 1.149, 0.026], [1.586, 0.978, -0.573], [0.839, -1.561, 3.241], [-0.955, 0.560, -2.121], [2.885, 0.141, -0.659], [0.699, 1.429, 1.491], [-0.322, -0.203, 0.186], [-1.586, -2.537, 2.783], [-1.159, 0.540, -0.554], [-0.546, 0.463, -2.878], [0.030, -1.604, 1.261], [0.371, -0.160, -1.606], [0.065, 1.650, -1.028]],
  "relative_energy_kcal_mol": 87.9,
  "smiles": "CC(C)[C@@H](Br)[N+](=O)[O-]",
  "mol_weight_g_mol": 182.02,
  "lumo_energy_ev": 0.4,
  "largest_force_ev_per_a": 4.1,
  "orbital_gap_ev": 10.7332
}

# 7
{
  "formula": "C4H8Cl2NO",
  "method": "ωB97M-V/def2-TZVPD",
  "elements": ["Cl", "Cl", "O", "N", "C", "C", "C", "C", "H", "H", "H", "H", "H", "H", "H", "H"],
  "positions_angstrom": [[2.9134, 0.6667, 2.0723], [-0.5688, 1.1273, 1.9478], [2.1147, 1.2956, -0.3030], [-0.2962, 0.6358, -1.4170], [-0.2166, -0.4884, -0.3988], [-1.5389, -1.0988, -0.0286], [0.5233, 0.0833, 0.9927], [1.8569, 0.6917, 0.7037], [-1.3921, -2.1408, 0.0945], [-2.3153, -0.8908, -0.6318], [-0.3772, 0.3550, -2.3773], [-0.9340, 1.3162, -1.1163], [0.6132, -0.8648, 1.5998], [0.7436, 1.0433, -1.2447], [0.5074, -1.0666, -0.8644], [-1.6333, -0.6645, 0.9712]],
  "atomic_forces_ev_per_a": [[0.205, 0.003, 0.382], [-2.477, 2.348, 2.204], [0.070, 1.676, -3.054], [3.478, -0.098, 1.912], [-0.571, 1.925, 0.648], [3.337, 0.172, 2.850], [4.432, -2.615, -3.556], [-2.362, -2.602, 2.320], [-0.136, -1.102, 0.023], [-2.671, 0.779, -2.130], [-0.442, -0.291, -0.504], [-1.381, 1.367, -0.101], [-0.418, 0.776, -0.116], [-0.973, 0.077, -0.330], [1.271, -1.778, -0.292], [-1.364, -0.637, -0.257]],
  "relative_energy_kcal_mol": 0.0,
  "s_squared": 2.0076,
  "mol_weight_g_mol": 157.02,
  "lumo_energy_ev": [-3.4, -9.9],
  "largest_force_ev_per_a": 6.3,
  "charge": 1,
  "orbital_gap_ev": [6.7474, 4.6277],
  "multiplicity": 3
}